(1)
Molecular formula: C43H49AsBr2ClN8O7PRbS
Method: DFT, the ωB97M-V functional and the def2-TZVPD basis

- charge = -1
- relative energy (zero: lowest compared OMol25 entry of this formula, charge and spin) (kcal/mol) = 0.00
- HOMO level (eV) = -4.461
- LUMO (eV) = 1.952
- orbital gap (eV) = 6.41

Geometry (Å):
Rb 1.099 -0.781 -1.060
C 2.296 2.883 -2.424
C 3.754 2.406 -2.302
N 3.909 1.184 -1.560
C 4.857 1.167 -0.481
C 4.441 1.975 0.754
S 2.825 1.517 1.452
C 1.887 3.060 1.266
C 1.897 3.717 -0.118
N 1.561 2.829 -1.188
H 1.761 2.241 -3.126
H 2.319 3.893 -2.876
H 4.349 3.188 -1.817
H 4.154 2.334 -3.325
H 3.897 0.310 -2.072
H 5.851 1.550 -0.778
H 4.998 0.128 -0.189
H 4.415 3.042 0.531
H 5.199 1.835 1.527
H 2.221 3.793 2.007
H 0.865 2.782 1.536
H 2.888 4.132 -0.316
H 1.226 4.591 -0.052
H 0.589 2.601 -1.305
O -1.295 -4.608 -1.760
Cl -0.155 -3.734 -1.677
O 1.056 -4.430 -1.995
O -0.329 -2.625 -2.612
O -0.060 -3.168 -0.345
N 2.375 -0.340 -4.773
N 1.117 -0.803 -5.176
C -0.048 -0.532 -4.585
N -1.141 -1.149 -5.088
N 0.011 0.372 -3.596
N -1.111 0.660 -2.898
O -2.240 0.302 -3.234
O -0.919 1.316 -1.876
H 2.754 -0.956 -4.041
H 2.256 0.596 -4.406
H 1.131 -1.425 -5.964
H -0.967 -2.078 -5.439
H -1.965 -1.054 -4.511
C 3.011 -3.469 -6.717
C 3.650 -3.990 -5.456
C 4.279 -5.249 -5.427
C 4.790 -5.714 -4.251
C 4.694 -4.931 -3.084
C 5.140 -5.338 -1.804
Br 5.979 -7.033 -1.556
C 4.954 -4.536 -0.720
C 4.363 -3.276 -0.857
Br 4.067 -2.273 0.737
C 3.937 -2.738 -2.081
O 3.425 -1.585 -2.237
C 4.085 -3.656 -3.217
N 3.572 -3.229 -4.391
H 3.293 -4.060 -7.588
H 3.295 -2.428 -6.876
H 1.922 -3.516 -6.622
H 4.335 -5.845 -6.330
H 5.261 -6.686 -4.198
H 5.262 -4.870 0.261
C -2.919 0.940 0.833
C -3.856 1.130 2.017
As -4.671 2.919 1.999
C -3.011 3.883 2.399
C -2.367 3.804 3.633
C -1.166 4.468 3.846
C -0.590 5.214 2.824
C -1.221 5.297 1.591
C -2.429 4.638 1.384
C -5.426 2.905 3.804
C -5.725 4.123 4.415
C -6.300 4.163 5.676
C -6.597 2.981 6.344
C -6.313 1.765 5.742
C -5.731 1.727 4.479
P -1.924 -0.621 0.766
C -0.927 -0.574 2.297
C -0.654 0.595 3.002
C 0.246 0.592 4.060
C 0.890 -0.580 4.425
C 0.635 -1.751 3.721
C -0.261 -1.749 2.664
C -3.166 -1.911 1.148
C -3.616 -2.671 0.070
C -4.563 -3.670 0.254
C -5.058 -3.929 1.523
C -4.598 -3.195 2.610
C -3.655 -2.195 2.424
H -2.197 1.757 0.743
H -3.479 0.954 -0.106
H -3.340 0.991 2.970
H -4.664 0.398 1.965
H -2.804 3.217 4.432
H -0.674 4.394 4.808
H 0.350 5.726 2.989
H -0.775 5.873 0.790
H -2.919 4.707 0.420
H -5.493 5.050 3.903
H -6.516 5.118 6.139
H -7.045 3.010 7.329
H -6.539 0.838 6.255
H -5.509 0.766 4.031
H -1.138 1.525 2.730
H 0.452 1.516 4.588
H 1.603 -0.579 5.240
H 1.152 -2.666 3.982
H -0.429 -2.657 2.094
H -3.189 -2.499 -0.912
H -4.888 -4.265 -0.590
H -5.785 -4.718 1.671
H -4.967 -3.412 3.605
H -3.278 -1.641 3.276

=====

(2)
Molecular formula: C43H49AuN3O4PS3
Method: DFT, the ωB97M-V functional and the def2-TZVPD basis

- charge = +2
- HOMO level (alpha / beta) (eV) = -13.435 / -13.562
- LUMO (alpha / beta) (eV) = -5.859 / -8.605
- orbital gap (alpha / beta) (eV) = 7.58 / 4.96
- ⟨S²⟩ = 2.017
- 2S+1 = 3

Geometry (Å):
Au -1.408 -0.323 -1.011
O -5.408 5.986 0.603
N -4.533 5.689 -0.179
O -3.862 6.480 -0.815
C -4.192 4.241 -0.303
C -5.134 3.385 0.119
C -4.921 1.970 0.071
C -5.901 1.039 0.461
C -5.615 -0.301 0.413
C -4.339 -0.702 0.016
N -3.408 0.164 -0.359
C -3.698 1.490 -0.373
C -2.719 2.415 -0.899
N -1.597 1.879 -1.430
C -0.651 2.645 -1.933
C -0.767 4.037 -1.903
C -1.892 4.610 -1.368
C -2.934 3.796 -0.864
H -6.062 3.773 0.513
H -6.872 1.391 0.788
H -6.346 -1.046 0.694
H -4.060 -1.750 0.023
H 0.206 2.138 -2.367
H 0.030 4.652 -2.300
H -1.990 5.681 -1.342
O -0.309 -1.148 0.803
P 0.651 -0.612 1.866
C 1.064 -1.949 3.020
C 1.238 -3.323 2.348
C 1.369 -4.396 3.434
C 2.528 -4.092 4.423
C 3.239 -2.776 4.094
C 2.254 -1.607 3.974
C 2.148 0.062 1.104
C 1.770 1.091 0.017
C 3.024 1.796 -0.524
C 4.226 0.837 -0.614
C 3.741 -0.601 -0.790
C 2.989 -1.077 0.466
C -0.155 0.654 2.912
C 0.787 1.632 3.674
C 0.754 3.048 3.093
C -0.659 3.655 3.149
C -1.760 2.595 2.941
C -1.243 1.412 2.125
H 0.144 -2.020 3.607
H 2.126 -3.337 1.713
H 0.373 -3.532 1.715
H 1.511 -5.370 2.966
H 0.420 -4.449 3.974
H 3.256 -4.903 4.412
H 2.143 -4.039 5.444
H 3.798 -2.882 3.160
H 3.969 -2.547 4.870
H 2.802 -0.724 3.639
H 1.867 -1.367 4.966
H 2.720 0.571 1.882
H 1.080 1.834 0.413
H 1.258 0.560 -0.790
H 3.270 2.644 0.120
H 2.806 2.205 -1.515
H 4.831 0.900 0.297
H 4.876 1.126 -1.440
H 4.582 -1.270 -0.982
H 3.080 -0.656 -1.665
H 3.704 -1.453 1.201
H 2.338 -1.910 0.194
H -0.671 0.035 3.650
H 1.813 1.264 3.695
H 0.469 1.679 4.718
H 1.113 3.029 2.061
H 1.449 3.682 3.642
H -0.741 4.437 2.388
H -0.808 4.146 4.112
H -2.629 3.045 2.450
H -2.112 2.219 3.906
H -0.839 1.778 1.175
H -2.051 0.722 1.886
O 0.223 -0.637 -2.174
C 0.279 -1.480 -3.292
C 0.522 -2.891 -2.792
C 0.911 -3.227 -1.479
C 1.091 -4.575 -1.330
C 0.794 -5.292 -2.528
S 0.315 -4.312 -3.804
C 1.464 -1.030 -4.130
C 1.539 0.088 -4.905
C 2.834 0.279 -5.465
C 3.709 -0.695 -5.101
S 2.976 -1.837 -4.070
C -1.008 -1.593 -4.120
C -2.270 -1.868 -3.650
C -3.224 -2.071 -4.681
C -2.658 -1.986 -5.915
S -0.988 -1.644 -5.835
H 1.055 -2.478 -0.707
H 1.446 -5.051 -0.424
H 0.845 -6.367 -2.669
H 0.698 0.754 -5.070
H 3.100 1.099 -6.121
H 4.744 -0.806 -5.391
H -2.508 -1.954 -2.591
H -4.273 -2.284 -4.517
H -3.142 -2.095 -6.876

=====

Strongest force on any atom? In order: 1.0 0.7 eV Å⁻¹.